DFT (wB97M-V/def2-TZVPD) results for 3 unconnected molecules or ions with the total composition C34H58BrF3O11S in a non-equilibrium geometry.

Structure (XYZ):
```
108
Properties=species:S:1:pos:R:3:forces:R:3
C 0.749 -4.676 3.797 -0.477 1.184 0.062
C 0.463 -3.541 2.602 1.252 -1.225 0.823
O -0.723 -3.970 1.845 0.590 2.252 -0.172
C -1.325 -2.815 1.098 -0.090 0.113 1.177
C -1.544 -3.182 -0.476 0.318 -0.973 0.640
C -1.257 -2.005 -1.565 0.646 -0.554 -1.679
C 0.365 -1.912 -1.975 0.738 0.311 0.028
C 1.397 -2.267 -0.767 0.943 -1.013 -0.129
C 2.984 -2.068 -1.201 -0.356 -0.384 0.811
C 3.895 -2.354 0.172 -0.076 0.507 0.134
C 3.474 -3.051 -2.419 1.578 0.383 0.156
C 4.319 -2.109 -3.512 -0.351 0.543 -1.115
C 5.710 -1.493 -2.892 -0.489 2.334 1.612
C 5.783 -0.301 -1.969 0.197 -2.581 -1.645
C 6.654 -0.449 -0.552 -0.234 0.829 -1.048
C 5.027 1.133 -2.228 -0.582 -0.509 1.701
C -1.952 -2.536 -2.991 -0.383 -0.546 0.536
C -3.574 -2.680 -2.949 -0.567 -0.630 -1.214
C -3.983 -4.094 -3.739 -1.147 -0.021 0.473
C -4.510 -5.249 -2.666 -0.778 -0.431 -0.927
F -3.400 -5.804 -1.842 -3.974 1.540 -2.429
F -5.149 -6.326 -3.510 2.140 2.855 3.158
F -5.615 -4.743 -1.785 3.856 -1.818 -2.518
C -1.537 -1.707 -4.316 0.253 -2.345 -1.446
O -1.272 -0.281 -4.184 -0.948 -0.379 2.706
S -2.032 0.447 -2.856 -2.105 8.068 -2.274
O -3.506 0.706 -3.237 4.261 -2.421 1.380
O -1.372 1.872 -2.695 -1.491 -6.020 -0.644
C -1.826 -0.522 -1.221 -0.603 -1.198 0.889
Br -0.536 0.633 -0.141 -0.581 -1.226 -0.692
C -3.258 -0.419 -0.457 -1.455 1.540 0.180
C -3.540 1.143 0.074 -1.355 -0.928 0.577
C -5.193 1.261 0.300 1.221 0.327 1.558
C -5.382 2.429 1.482 -1.359 0.551 -1.484
O -5.633 1.856 2.820 2.297 1.338 -0.689
C -4.403 1.764 3.622 0.887 -1.471 0.807
H 1.808 -5.156 3.665 -2.237 0.703 0.259
H 0.710 -4.108 4.845 0.180 -1.366 -2.274
H -0.145 -5.430 3.779 1.966 1.229 -0.039
H 0.351 -2.522 3.168 -0.089 -1.679 -1.449
H 1.404 -3.522 1.872 -2.037 0.214 1.572
H -0.624 -1.906 1.320 -1.494 -1.524 -0.907
H -2.356 -2.609 1.661 2.085 -0.365 -1.434
H -2.615 -3.690 -0.552 2.211 1.383 -0.123
H -0.780 -4.066 -0.723 -1.647 1.999 0.533
H 0.611 -0.831 -2.415 -0.605 -2.257 1.080
H 0.634 -2.659 -2.867 -0.883 1.459 2.023
H 1.292 -3.426 -0.507 0.098 2.452 -0.463
H 1.249 -1.673 0.230 0.046 -0.983 -2.088
H 3.095 -0.942 -1.527 0.003 -2.233 0.610
H 4.059 -1.339 0.779 -0.422 -2.257 -1.316
H 3.357 -3.119 0.897 1.010 1.521 -1.596
H 4.955 -2.788 -0.084 -2.162 0.922 0.392
H 2.616 -3.675 -2.926 1.597 1.477 0.846
H 4.280 -3.838 -2.026 -1.923 1.607 -0.614
H 4.533 -2.743 -4.493 -0.291 1.281 2.119
H 3.567 -1.256 -3.851 1.604 -1.571 0.713
H 6.715 -2.051 -3.189 -2.354 0.595 1.617
H 6.839 -1.583 -0.295 -0.233 2.481 -0.678
H 5.951 0.014 0.295 1.600 -1.003 -1.860
H 7.641 0.195 -0.591 -2.206 -1.737 0.161
H 4.029 1.028 -2.840 2.163 0.217 0.964
H 5.748 1.965 -2.685 -1.456 -2.143 0.781
H 4.717 1.540 -1.149 0.565 -0.718 -2.310
H -1.521 -3.643 -3.123 -0.801 2.497 0.284
H -4.044 -2.708 -1.876 1.012 0.132 -2.172
H -4.073 -1.820 -3.609 1.103 -1.715 1.839
H -3.114 -4.511 -4.407 -1.647 0.561 1.628
H -4.903 -3.922 -4.479 1.933 -0.440 1.875
H -2.368 -1.868 -5.152 1.601 0.470 1.861
H -0.553 -2.205 -4.766 -1.964 1.420 1.028
H -4.208 -0.662 -1.138 2.524 0.417 1.101
H -3.389 -1.080 0.499 0.893 0.948 -1.957
H -3.086 1.279 1.170 -0.718 -0.276 -2.676
H -3.151 1.957 -0.669 -0.707 -1.596 1.469
H -5.771 1.516 -0.686 1.139 -0.569 1.956
H -5.563 0.253 0.816 0.592 2.114 -1.353
H -6.348 3.079 1.221 1.981 -1.462 0.648
H -4.478 3.177 1.435 -1.610 -1.542 0.421
H -3.505 2.405 3.229 -1.893 -1.006 0.593
H -4.066 0.621 3.601 -0.490 2.352 0.057
H -4.565 2.019 4.772 -0.070 -0.320 -2.611
C -8.438 5.905 2.764 0.225 -0.120 -0.459
C -7.533 5.582 3.936 -1.098 -0.206 -0.822
C -7.817 6.406 5.155 -0.754 -0.019 0.533
O -6.555 6.462 5.796 0.843 -0.063 -0.473
C -5.614 6.315 4.816 2.431 0.368 0.232
O -4.422 6.510 4.969 -2.600 -0.445 -0.313
O -6.189 5.923 3.638 0.718 0.329 0.911
H -8.237 5.221 1.932 -0.107 0.060 0.167
H -9.493 5.818 3.037 0.143 -0.036 0.039
H -8.249 6.917 2.386 -0.037 -0.085 0.248
H -7.571 4.508 4.159 0.030 0.113 0.061
H -8.560 5.935 5.808 0.253 0.115 0.001
H -8.140 7.427 4.928 -0.007 -0.079 -0.154
C 10.337 4.802 1.295 0.347 -0.041 0.394
C 10.012 3.463 0.663 0.565 1.263 0.074
C 8.680 3.434 -0.022 -0.238 0.517 -0.779
O 8.301 2.074 0.088 0.390 -0.286 0.762
C 8.929 1.584 1.199 -0.372 -2.189 1.274
O 8.681 0.508 1.713 0.573 2.399 -1.115
O 9.871 2.463 1.659 -0.756 -0.916 -0.255
H 11.351 4.787 1.710 -0.146 0.046 -0.146
H 10.273 5.615 0.565 0.006 -0.152 0.020
H 9.663 5.019 2.131 -0.051 -0.087 -0.251
H 10.819 3.158 -0.015 -0.147 -0.015 0.000
H 8.750 3.730 -1.074 -0.106 -0.201 0.163
H 7.920 4.049 0.470 0.152 0.039 0.077
```
Forces are in eV/Å.

Results
SMILES ... CCOCC[C@@]1(CC[C@@H](C)CCC=C(C)C)[C@@H](CCC(F)(F)F)COS(=O)(=O)[C@@]1(Br)CCCCOC.C[C@@H]1COC(=O)O1.C[C@@H]1COC(=O)O1
Orbital gap ... 7.435 eV